Record 1
The following is a DFT calculation (ωB97M-V/def2-TZVPD) of a 8-piece molecular cluster, C38H67N2O39PS10 overall at a distorted geometry.

Structure (XYZ):
```
157
Properties=species:S:1:pos:R:3:forces:R:3:lowdin_charge:R:1
C 0.49159 -1.87488 5.94589 0.0 0.7 -0.5 -0.129
C 1.06513 -1.62021 4.44013 -1.0 -1.0 0.6 -0.246
C 1.28233 -3.02704 3.64500 0.6 1.9 -0.2 -0.145
C 1.66019 -2.64690 2.09849 -2.5 0.9 2.3 -0.214
O 2.52980 -3.65710 1.62396 0.2 0.8 -0.8 -0.147
C 2.94034 -3.66100 0.26301 -0.5 -2.3 -0.4 -0.391
P 4.76187 -4.35324 0.48900 1.9 1.9 1.2 1.028
O 4.78764 -5.53312 1.73409 -0.2 -0.3 -2.5 -0.286
O 5.34722 -4.95154 -1.01225 -0.9 -1.5 2.1 -0.294
C 3.21937 -2.30179 -0.51019 1.3 0.0 -1.9 -0.270
O 3.72838 -1.19972 0.29311 -0.3 -0.7 -0.7 -0.052
C 2.09798 -1.81030 -1.60920 1.5 2.1 0.8 -0.288
C 2.97142 -0.75482 -2.51844 0.7 0.9 1.2 -0.152
O 2.20041 -0.19835 -3.61059 1.7 -0.9 -1.4 -0.065
C 3.01751 0.06381 -4.74506 3.0 1.1 -1.0 -0.390
C 2.45974 -0.29326 -6.19803 -0.9 0.6 0.5 0.007
O 4.15955 0.58135 -4.65723 -4.2 -2.0 0.4 0.057
C 0.92081 -0.93160 -1.02287 -1.4 0.8 1.2 -0.077
C -0.56412 -1.11058 -1.56023 -1.4 0.6 -1.0 -0.380
C -0.86841 -0.47997 -3.00902 -0.5 -0.9 -0.4 -0.055
O -1.42525 -0.36765 -0.61884 0.5 -0.5 -0.2 -0.102
S 1.79571 -3.25097 -2.68164 0.4 -1.5 -8.3 0.831
O 2.69943 -3.11101 -3.91284 -1.3 -0.1 4.5 -0.305
O 0.43281 -3.45413 -3.27150 2.1 0.5 3.4 -0.296
O 2.39376 -4.62332 -1.94818 -1.3 2.2 0.4 -0.214
C 2.02108 -4.75402 -0.53027 -0.3 -0.2 0.8 -0.352
C 0.44500 -4.56817 -0.34046 -0.3 -0.3 -0.4 -0.122
C -0.25575 -5.24381 0.91090 -1.3 0.4 0.4 -0.204
C -1.86445 -5.01223 0.73814 0.7 0.7 1.6 -0.454
S -2.61542 -5.99818 -0.63321 0.1 0.5 -1.3 0.835
C -2.91073 -4.88159 -2.10975 0.1 0.9 0.0 -0.920
S -3.73700 -3.42873 -1.86726 1.2 -1.8 -0.4 0.628
N -2.40938 -5.23894 -3.43852 0.1 0.7 -0.9 -0.160
C -2.25994 -4.20864 -4.46589 2.0 -3.5 -3.6 -0.082
C -1.65940 -4.98631 -5.66672 -2.1 1.4 4.5 -0.095
N -1.51681 -6.40724 -5.35479 -2.2 3.1 4.3 0.030
C -1.98573 -6.50734 -4.00858 1.0 1.2 -2.5 -0.105
C 2.37833 -6.28307 -0.21319 -1.0 -1.6 -2.7 -0.042
C 1.57904 -7.22076 -1.42692 -2.7 -1.1 -0.1 -0.129
C 1.27030 -8.82500 -0.95989 0.9 2.0 1.5 -0.041
O 0.17048 -7.63228 -1.10780 5.0 2.4 0.0 -0.233
H -0.56378 -2.32874 5.93383 1.6 0.5 -0.1 0.073
H 0.38912 -0.84226 6.43911 0.2 -1.6 -0.5 0.073
H 1.18165 -2.53908 6.57174 -0.9 1.0 -0.9 0.076
H 2.01695 -0.99491 4.50505 -1.3 -0.9 -0.3 0.088
H 0.23575 -1.03070 3.88435 1.5 -0.7 0.8 0.118
H 0.29246 -3.58599 3.73561 1.6 0.4 -0.2 0.102
H 2.18639 -3.57263 4.08022 -1.5 0.5 -0.5 0.125
H 2.05300 -1.57518 2.15763 0.2 -1.6 -0.5 0.122
H 0.62729 -2.57204 1.57131 1.8 -0.4 0.4 0.123
H 5.05484 -6.42341 1.40605 -0.4 0.6 0.5 0.061
H 5.85679 -5.77098 -0.77542 -0.4 1.0 -0.7 0.069
H 4.11796 -2.53355 -1.21855 -1.5 -0.2 1.1 0.144
H 4.54040 -0.85088 -0.15457 -1.1 -0.6 0.6 0.125
H 3.21514 0.13916 -1.82022 -0.5 -1.6 -0.8 0.150
H 3.97547 -1.17410 -2.84969 -1.6 0.3 0.1 0.143
H 2.37086 0.70250 -6.76747 0.2 -1.4 0.9 0.096
H 3.18471 -0.95047 -6.80965 -1.1 1.0 1.5 0.110
H 1.40728 -0.74347 -6.12037 1.7 0.5 -0.2 0.086
H 0.84251 -1.00725 0.13217 0.3 -0.3 -1.9 0.120
H 1.16178 0.19403 -1.17758 -0.2 -2.0 0.0 0.146
H -0.98139 -2.17272 -1.57233 1.1 1.2 0.0 0.097
H -1.97898 -0.72736 -3.23808 1.7 0.4 0.4 0.078
H -0.79088 0.66058 -3.04836 0.3 -1.7 0.2 0.096
H -0.25560 -0.99809 -3.84351 -0.9 1.0 1.5 0.077
H -2.36853 -0.51929 -0.83834 1.0 0.0 -0.1 0.083
H 0.18914 -3.45639 -0.33338 0.3 -1.4 0.0 0.101
H -0.05555 -5.01052 -1.28891 0.8 0.7 1.5 0.116
H -0.02196 -4.76762 1.93630 -0.1 -0.5 -1.8 0.101
H -0.08224 -6.36303 1.05260 -0.1 1.6 -0.6 0.109
H -2.33228 -5.40318 1.72396 0.4 0.5 -1.8 0.096
H -2.11902 -3.88657 0.70836 0.3 -1.8 -0.3 0.088
H -2.47519 -3.08582 -4.40337 0.3 -2.3 0.4 0.092
H -1.39567 -4.41986 -6.62689 -0.3 -1.6 1.5 0.104
H -2.04002 -7.46563 -3.39626 0.2 1.6 -1.0 0.129
H 2.04003 -6.69363 0.78323 0.5 0.8 -1.2 0.126
H 3.43978 -6.61187 -0.46698 -1.2 1.0 0.6 0.106
H 1.90577 -7.03004 -2.56832 -1.1 -0.6 2.8 0.182
H 0.51703 -9.21274 -0.20730 0.6 -1.3 -1.7 0.126
H 2.06573 -8.63627 -0.10956 -1.5 0.3 0.0 0.055
O -9.92929 -3.82592 -5.00061 0.1 -0.8 0.4 -0.242
S -9.33672 -4.98043 -4.38913 0.3 -0.2 0.1 0.654
O -10.03636 -6.21835 -4.22883 0.3 1.1 -0.4 -0.219
O -8.73146 -4.53576 -2.95122 -0.3 0.1 -0.9 -0.188
C -7.33042 -4.81231 -2.91613 0.5 -0.4 0.1 -0.177
C -6.86391 -4.71404 -4.36025 0.3 0.6 0.2 -0.173
O -7.92469 -5.28081 -5.13049 -0.8 -0.2 0.5 -0.188
H -7.19282 -5.82421 -2.52462 0.0 0.1 0.0 0.137
H -6.81770 -4.10047 -2.26818 -0.3 0.0 -0.1 0.110
H -5.93141 -5.25154 -4.53419 -0.2 -0.1 -0.1 0.134
H -6.74393 -3.67052 -4.66613 0.1 -0.1 0.1 0.135
O 2.31218 3.82735 4.91655 0.3 -1.0 -0.4 -0.225
S 2.37349 2.66005 4.08774 -0.3 0.3 -0.3 0.646
O 2.91452 1.41037 4.54004 -0.4 1.0 -0.1 -0.247
O 3.10190 3.06455 2.69521 -0.4 0.0 0.8 -0.188
C 2.22508 2.79415 1.59980 -0.3 -0.4 -0.4 -0.163
C 0.82085 2.93733 2.16455 -0.1 0.8 -0.5 -0.165
O 0.89310 2.38803 3.48198 1.0 -0.4 0.4 -0.189
H 2.41139 1.77114 1.25843 0.0 0.0 0.0 0.121
H 2.41297 3.48916 0.78051 0.1 0.1 0.3 0.140
H 0.07643 2.40948 1.56747 0.1 -0.2 0.3 0.137
H 0.53638 3.98925 2.25286 0.1 -0.2 -0.1 0.098
O 1.52261 8.56829 2.14706 -0.4 -1.0 0.2 -0.234
S 1.25710 7.43875 2.99082 0.5 0.1 1.1 0.667
O 0.86987 6.15866 2.47567 0.3 1.0 -0.1 -0.236
O 0.18170 7.89042 4.11730 0.6 0.1 -0.9 -0.182
C 0.73938 7.69240 5.41830 0.3 -0.6 0.6 -0.150
C 2.24113 7.84363 5.23806 -0.4 0.5 0.0 -0.182
O 2.52549 7.23120 3.97661 -1.1 -0.5 -0.9 -0.176
H 0.48047 6.68280 5.74971 0.0 0.1 0.0 0.136
H 0.33321 8.41988 6.12246 -0.1 0.0 -0.3 0.136
H 2.80638 7.36287 6.03566 0.0 -0.1 -0.3 0.143
H 2.52459 8.89041 5.17409 -0.2 -0.4 -0.2 0.095
O 3.53773 9.71683 6.53990 -0.2 0.7 1.6 -0.247
S 2.91317 10.22928 7.72597 0.2 0.6 0.4 0.663
O 2.46526 9.38572 8.79203 0.5 0.3 -1.0 -0.214
O 1.68727 11.19085 7.27463 0.8 -0.6 -0.1 -0.192
C 1.88849 12.50312 7.80296 0.0 0.5 0.5 -0.164
C 3.39649 12.66059 7.92314 -0.1 0.4 -0.6 -0.167
O 3.86945 11.38195 8.34928 -0.8 -0.7 0.0 -0.183
H 1.40664 12.55324 8.78331 0.0 0.0 -0.1 0.135
H 1.44679 13.25120 7.14370 0.0 -0.3 -0.1 0.140
H 3.67844 13.43332 8.63827 0.0 -0.3 0.1 0.139
H 3.84897 12.88176 6.95200 -0.1 0.1 0.1 0.136
O 9.49745 -1.76874 3.72939 -0.8 -0.7 0.2 -0.230
S 8.26417 -2.41139 4.07578 -0.1 0.1 0.0 0.647
O 8.20810 -3.69595 4.70569 0.3 1.0 -0.4 -0.229
O 7.32002 -2.43894 2.75636 0.6 0.3 0.6 -0.206
C 6.09428 -1.75923 3.03089 -0.6 0.0 0.3 -0.188
C 6.43664 -0.72442 4.09221 -0.1 0.4 -0.5 -0.167
O 7.37596 -1.37189 4.95087 0.2 -0.9 -0.3 -0.190
H 5.37610 -2.49179 3.41046 0.0 0.1 -0.1 0.128
H 5.69999 -1.30349 2.12233 0.2 -0.2 0.0 0.113
H 5.56083 -0.39956 4.65462 0.2 -0.1 0.1 0.133
H 6.92814 0.14730 3.64978 -0.1 0.0 0.0 0.135
O -11.56741 -1.82045 -11.23562 -0.4 -1.0 0.4 -0.232
S -11.86020 -2.97015 -10.43146 0.1 0.1 0.1 0.649
O -12.25036 -4.22931 -10.98987 0.4 1.0 0.2 -0.228
O -12.95179 -2.53875 -9.31059 0.7 0.1 -0.6 -0.194
C -12.42000 -2.78012 -8.00684 0.2 -0.5 0.5 -0.169
C -10.91294 -2.64169 -8.15533 0.0 0.6 0.4 -0.171
O -10.61090 -3.22006 -9.42572 -0.8 -0.3 -0.5 -0.192
H -12.69563 -3.79558 -7.70887 0.1 0.1 0.0 0.135
H -12.83087 -2.06837 -7.28995 0.0 0.0 -0.3 0.137
H -10.36836 -3.15158 -7.36059 0.0 -0.1 -0.2 0.111
H -10.61407 -1.58948 -8.18353 -0.1 0.0 0.1 0.134
O -0.96522 13.90419 -0.66414 0.1 -0.4 1.0 -0.230
S -0.89139 12.97645 0.42562 0.1 -0.1 -0.1 0.649
O -1.23320 13.32975 1.77069 0.1 0.0 -1.0 -0.232
O 0.58781 12.31055 0.42422 -0.8 0.5 -0.4 -0.191
C 0.47343 10.89134 0.29809 -0.2 -0.6 0.4 -0.178
C -0.81608 10.65863 -0.47377 0.4 -0.1 -0.5 -0.169
O -1.72485 11.64406 0.01800 0.4 0.5 0.6 -0.193
H 0.41491 10.46392 1.30151 0.0 0.0 -0.2 0.107
H 1.34290 10.48377 -0.21870 0.0 0.3 0.1 0.138
H -1.21603 9.65593 -0.32244 -0.1 0.2 0.1 0.136
H -0.67319 10.83506 -1.54413 0.0 -0.1 0.0 0.132
```
Positions in Å, forces in eV/Å.

Output
- SMILES = CCCCO[C@]1(P(O)O)[C@H](O)[C@](COC(C)=O)(C[C@H](C)O)S(=O)(=O)O[C@@]1(CCCSC(=S)n1ccnc1)C[C@H]1CO1.O=S1(=O)OCCO1.O=S1(=O)OCCO1.O=S1(=O)OCCO1.O=S1(=O)OCCO1.O=S1(=O)OCCO1.O=S1(=O)OCCO1.O=S1(=O)OCCO1
- molar mass (g/mol) = 1527.57
- Kohn-Sham gap (eV) = 7.10
- lowest unoccupied orbital energy (eV) = -1.8

---

Record 2
The following is a DFT calculation (ωB97M-V/def2-TZVPD) of CH2FNOS as an isolated structure at a distorted geometry.

Structure (XYZ):
```
7
Properties=species:S:1:pos:R:3:forces:R:3:nbo_charge:R:1
C 1.20592 -1.02546 -0.49368 -1.9 -1.6 4.6 -0.412
N -0.34432 -1.84127 0.42849 4.4 0.1 -2.2 -0.127
O 3.30348 0.35552 -0.30568 -0.1 -0.5 1.3 -0.874
F -1.34549 -1.46916 -0.39876 -1.3 0.3 -1.1 -0.245
S 2.29553 -0.34248 0.54623 -0.9 0.1 -3.5 1.121
H 1.21028 -1.42134 -1.47477 0.2 0.3 -1.0 0.229
H -0.28746 -1.05209 1.00433 -0.4 1.4 1.9 0.307
```
Positions in Å, forces in eV/Å.

Output
- molar mass (g/mol) = 95.10
- relative energy (zero: lowest compared OMol25 entry of this formula, charge and spin) (kcal/mol) = 137.7
- Kohn-Sham gap (spin up / spin down) (eV) = 8.95 / 8.95
- lowest unoccupied orbital energy (spin up / spin down) (eV) = -1.1 / -1.1

---

Among the records above, which one has the lowest molar mass? CH2FNOS